Entry from OMol25: C4H6FN in the gas phase in a non-equilibrium geometry (the ωB97M-V functional and the def2-TZVPD basis).

Cartesian coordinates (Å):
C (2.36755, 0.40607, -0.05307)
C (1.25494, -0.08801, -0.15483)
C (-0.15594, -0.37769, -0.04806)
C (-0.86801, 0.73834, 0.84102)
N (-0.70780, -0.55220, -1.34045)
F (-0.25355, -1.62277, 0.72024)
H (3.28348, 0.78497, -0.04835)
H (-1.83954, 0.89568, 0.55734)
H (-0.99591, 0.15471, 1.82174)
H (-0.27227, 1.62697, 1.07941)
H (-0.16604, -1.22501, -1.92812)
H (-1.64690, -0.74105, -1.44687)

Computed properties:
* LUMO (spin up / spin down): 0.7 / 1.0 eV